Entry 1:
88
Properties=species:S:1:pos:R:3:forces:R:3:lowdin_charge:R:1 method="wB97M-V/def2-TZVPD" homo_lumo_gap_ev=6.196 charge=0 relative_energy_kj_mol=27.2 e_tot_ev=-133254.3800
Mg 0.13733 -0.20543 -0.05931 -0.31 -0.90 -0.38 0.34
O 1.26405 3.39733 -0.12233 0.05 -0.17 -0.16 0.06
C 1.16104 2.21663 -0.42785 -0.10 0.68 0.21 -0.59
O 0.09359 1.57340 -0.71384 0.06 0.58 0.34 -0.13
C 2.43311 1.37535 -0.43027 0.13 -0.16 -0.02 -0.15
C 3.69431 1.99734 -0.36425 0.15 0.04 -0.05 0.03
C 4.81426 1.21997 -0.34548 -0.14 0.02 -0.01 0.02
C 4.68510 -0.18907 -0.37171 -0.25 -0.05 -0.01 -0.15
C 5.78749 -1.07022 -0.32853 0.10 -0.10 0.00 -0.03
C 5.59866 -2.42423 -0.36370 0.12 0.11 -0.01 -0.07
C 4.29896 -2.95793 -0.46474 -0.16 -0.01 0.01 -0.06
C 3.21147 -2.13087 -0.50437 -0.02 0.01 0.00 -0.04
C 3.37834 -0.73166 -0.43921 0.34 0.00 -0.11 -0.20
N 2.27555 0.06866 -0.46863 -0.07 0.20 0.44 0.13
H 3.72528 3.07623 -0.32794 -0.01 0.00 -0.02 0.12
H 5.80139 1.66573 -0.31977 0.01 -0.02 0.05 0.12
H 6.78635 -0.65459 -0.26875 -0.01 0.00 -0.01 0.12
H 6.45026 -3.09091 -0.33005 0.00 0.00 0.00 0.11
H 4.16143 -4.03028 -0.52068 -0.01 0.01 -0.01 0.11
H 2.20427 -2.51505 -0.61004 0.04 -0.04 0.02 0.08
C -1.28547 -3.99890 -3.98798 0.12 0.26 0.11 -0.25
Si -0.02899 -2.92200 -3.04840 -0.07 -0.45 -0.30 0.20
C 1.20653 -4.19310 -2.31436 -0.22 0.28 0.16 -0.24
C 0.97128 -1.93093 -4.32665 -0.20 0.05 0.24 -0.23
As -1.27132 -1.74433 -1.43411 0.11 -0.45 -0.62 0.68
Si -2.15969 -0.08782 -2.84463 -0.49 0.25 -0.21 0.20
C -1.02422 1.11416 -3.77491 0.14 -0.23 0.21 -0.21
C -3.26293 0.96617 -1.71276 0.22 -0.19 -0.02 -0.24
C -3.29573 -0.88689 -4.14789 0.22 -0.01 0.21 -0.24
H -0.82387 -4.60523 -4.77181 0.08 0.02 0.01 0.02
H -2.06116 -3.38195 -4.44454 0.00 -0.05 0.00 -0.01
H -1.77762 -4.66943 -3.27974 0.00 0.00 0.00 0.02
H 1.11260 -5.14675 -2.83701 -0.04 0.02 -0.07 0.02
H 1.00715 -4.38171 -1.25545 0.03 -0.04 -0.01 0.02
H 2.23964 -3.85576 -2.41902 -0.03 -0.01 -0.01 0.00
H 1.63008 -2.57625 -4.91258 -0.05 -0.11 0.04 0.02
H 1.59240 -1.18042 -3.82995 -0.01 0.01 -0.02 0.02
H 0.30883 -1.41014 -5.02177 0.03 0.00 0.02 0.01
H -0.61969 1.84553 -3.07410 0.01 0.00 -0.01 0.01
H -1.56379 1.65000 -4.55954 -0.12 -0.05 0.03 0.03
H -0.18156 0.60057 -4.24246 -0.05 0.04 0.01 0.00
H -2.63376 1.50538 -0.99896 -0.04 0.02 -0.01 0.00
H -3.95475 0.33409 -1.15189 0.00 0.00 -0.01 0.02
H -3.84619 1.70138 -2.27166 0.03 0.00 -0.07 0.03
H -2.71714 -1.30211 -4.97681 -0.01 0.00 0.01 0.01
H -3.99591 -0.15961 -4.56628 0.04 0.08 0.03 0.02
H -3.87294 -1.69774 -3.69914 -0.01 0.00 -0.03 0.02
O -0.52458 -0.56876 1.80166 0.23 0.21 -0.55 -0.32
P 0.07432 0.05895 3.01811 0.45 0.38 1.42 0.57
N 0.08886 1.70022 2.94432 -0.30 -0.16 0.00 -0.16
C 0.74787 2.51912 3.98463 0.19 0.07 -0.01 -0.19
C -0.11987 3.77156 4.09825 -0.02 -0.03 -0.14 -0.16
C -0.72237 3.89534 2.70003 0.03 -0.11 0.09 -0.15
C -1.05716 2.44874 2.36167 -0.11 0.08 -0.04 -0.17
N 1.64003 -0.47465 3.19467 -0.46 -0.20 -0.04 -0.16
C 2.44352 -0.20517 4.40286 0.11 0.02 0.04 -0.20
C 3.21254 -1.50219 4.66020 0.03 0.01 -0.16 -0.16
C 3.33962 -2.10071 3.25784 -0.04 0.08 0.12 -0.16
C 1.96536 -1.82173 2.67189 0.05 -0.02 -0.10 -0.19
N -0.70750 -0.34084 4.44183 0.07 0.09 -0.67 -0.18
C -0.92666 -1.77660 4.72608 0.08 -0.09 0.17 -0.19
C -2.33189 -1.84291 5.32375 0.04 0.13 0.04 -0.16
C -2.48721 -0.46470 5.96879 0.02 -0.05 -0.08 -0.17
C -1.85354 0.44840 4.92653 -0.08 0.02 0.10 -0.19
H 1.75990 2.77385 3.65811 -0.02 -0.01 0.02 0.12
H 0.82056 1.98890 4.93589 -0.03 -0.02 -0.01 0.10
H 0.45865 4.64192 4.40324 0.00 0.00 0.02 0.11
H -0.91524 3.60838 4.83003 0.03 0.05 0.02 0.10
H 0.01609 4.26089 1.98941 0.05 0.06 -0.07 0.10
H -1.59931 4.53942 2.66619 -0.01 -0.01 -0.02 0.12
H -1.13669 2.28228 1.29185 0.08 -0.05 -0.09 0.10
H -2.00462 2.16197 2.83220 0.07 0.01 -0.06 0.10
H 1.81219 0.06868 5.24868 -0.01 0.00 0.00 0.10
H 3.13839 0.61477 4.20355 -0.05 0.04 0.04 0.11
H 2.62992 -2.17119 5.29712 0.00 0.00 0.01 0.11
H 4.17172 -1.31817 5.14134 -0.01 -0.01 0.03 0.11
H 3.58192 -3.16202 3.25938 0.01 0.00 -0.03 0.12
H 4.10262 -1.56527 2.68671 0.01 -0.03 -0.03 0.11
H 1.24806 -2.57814 3.00847 0.02 0.01 -0.01 0.11
H 1.96772 -1.81990 1.58629 -0.03 -0.04 0.02 0.07
H -0.18379 -2.12203 5.45309 0.01 -0.03 -0.07 0.11
H -0.84136 -2.38374 3.82274 0.00 0.02 0.01 0.11
H -2.43805 -2.66503 6.02907 -0.03 -0.02 -0.02 0.11
H -3.06998 -1.96480 4.52921 0.00 -0.03 0.01 0.12
H -1.92134 -0.41920 6.90188 -0.01 0.02 0.01 0.12
H -3.52111 -0.19331 6.17464 0.00 -0.02 0.02 0.11
H -1.51820 1.39970 5.34310 0.00 -0.03 -0.03 0.10
H -2.57819 0.65690 4.13141 0.03 -0.04 0.04 0.11

---

Entry 2:
44
Properties=species:S:1:pos:R:3:forces:R:3:nbo_charge:R:1 method="wB97M-V/def2-TZVPD" homo_lumo_gap_ev=6.163 charge=+1 relative_energy_kj_mol=103.2 e_tot_ev=-48562.6123
Pb -0.20766 -0.66238 1.24705 -0.01 -0.21 0.15 1.60
O -3.03826 2.24170 0.46780 0.00 0.02 -0.03 -0.65
C -3.60599 2.02785 -0.73072 -0.05 0.04 0.05 0.38
C -4.71590 2.82609 -1.02578 0.04 -0.04 -0.01 -0.28
C -5.37394 2.69390 -2.22534 0.02 0.01 0.04 -0.13
C -4.94893 1.76346 -3.17871 0.03 -0.02 -0.01 -0.26
C -3.86269 0.97538 -2.90352 -0.02 0.02 0.00 -0.13
C -3.17114 1.08040 -1.67970 -0.04 0.02 -0.06 -0.22
C -2.02938 0.21625 -1.43510 -0.01 0.03 -0.07 0.65
O -1.39699 0.33310 -0.31514 0.00 -0.12 0.11 -0.89
N -1.69292 -0.64180 -2.39213 0.06 -0.04 0.06 -0.41
N -0.59447 -1.37247 -2.13571 -0.04 0.12 -0.05 0.16
C -0.40180 -2.65008 -2.31150 0.08 0.01 0.04 0.08
C 0.98387 -2.93005 -2.16472 0.03 0.03 0.00 -0.12
C 1.78226 -4.07917 -2.22492 0.00 0.03 0.01 -0.17
C 3.13239 -3.91665 -2.02050 0.00 0.05 0.01 -0.20
C 3.68976 -2.64889 -1.76381 -0.03 -0.04 -0.01 -0.13
C 2.92134 -1.50283 -1.69818 -0.01 -0.03 -0.01 -0.26
C 1.56567 -1.69145 -1.90951 -0.04 -0.04 -0.01 0.28
O 0.61328 -0.71216 -1.88938 0.00 -0.09 -0.03 -0.27
H -2.26803 1.66450 0.58962 -0.07 0.06 -0.03 0.51
H -5.03089 3.54368 -0.28203 -0.01 0.02 0.02 0.24
H -6.22978 3.32228 -2.43179 -0.01 0.01 0.00 0.23
H -5.46750 1.66972 -4.12110 -0.01 -0.01 -0.02 0.23
H -3.51432 0.25508 -3.62869 0.01 -0.02 -0.01 0.23
H -1.24558 -3.27803 -2.54485 -0.02 -0.02 -0.01 0.27
H 1.35357 -5.04999 -2.42674 -0.01 -0.02 -0.01 0.24
H 3.78647 -4.77534 -2.06179 0.01 -0.02 0.00 0.24
H 4.75840 -2.56887 -1.62083 0.02 0.00 0.00 0.24
H 3.34690 -0.52584 -1.52147 0.01 0.01 0.01 0.25
I 3.12710 6.93471 2.73089 0.00 0.00 0.00 0.19
C 2.11067 5.12666 2.90207 0.00 0.00 0.01 -0.13
C 2.42418 4.25804 3.94124 0.01 0.02 -0.02 -0.25
C 1.74539 3.05846 4.05265 -0.01 0.00 0.00 -0.13
C 0.76501 2.71988 3.12423 -0.06 0.09 0.07 -0.22
C 0.45264 3.59944 2.09188 0.00 0.00 -0.01 -0.15
C 1.12310 4.80579 1.97956 0.01 0.01 0.02 -0.25
C 0.07611 1.41413 3.27653 -0.26 0.19 0.05 0.77
O 0.22297 0.67778 4.21843 0.22 -0.34 0.03 -0.58
O -0.73119 1.07819 2.24349 0.17 0.24 -0.27 -0.94
H 3.18852 4.51950 4.65871 0.01 0.01 0.01 0.24
H 1.96518 2.37257 4.85891 0.00 -0.01 0.02 0.24
H -0.32915 3.35268 1.38737 -0.01 -0.01 -0.01 0.23
H 0.87327 5.49538 1.18584 0.00 0.00 -0.01 0.23

---

Entry 3:
14
Properties=species:S:1:pos:R:3:forces:R:3:nbo_charge:R:1 method="wB97M-V/def2-TZVPD" homo_lumo_gap_ev=9.144 smiles=CNCO.O charge=0 relative_energy_kj_mol=35.6 e_tot_ev=-7804.3564
C 1.83253 0.43567 0.44289 -1.92 0.99 -0.21 -0.41
N 0.53950 0.76507 -0.23180 0.69 0.27 -0.05 -0.66
C 0.07000 -0.27181 -1.10650 -0.55 0.23 0.31 0.07
O -0.11259 -1.56763 -0.41398 -1.40 1.02 -0.48 -0.76
H 2.53083 0.14158 -0.31239 0.60 -0.01 -0.43 0.19
H 2.17676 1.31453 1.00042 0.06 -0.27 -0.20 0.20
H 1.67234 -0.39434 1.09818 0.23 -0.57 0.66 0.18
H -0.14496 1.27234 0.34778 0.48 -0.90 -0.57 0.38
H 0.83925 -0.43833 -1.89993 -0.67 -0.01 0.61 0.17
H -0.93123 0.03749 -1.54229 1.37 -0.34 0.34 0.18
H -1.08292 -1.54879 -0.23025 1.18 -0.44 -0.16 0.46
H -3.14649 0.43997 1.08997 0.44 -0.13 -0.66 0.48
H -1.86263 -0.33894 1.20741 0.09 0.17 -0.25 0.47
O -2.38038 0.15319 0.55049 -0.61 -0.01 1.10 -0.95

---

Entry 4:
11
Properties=species:S:1:pos:R:3:forces:R:3:nbo_charge:R:1 method="wB97M-V/def2-TZVPD" homo_lumo_gap_ev=10.128 smiles="C=CC(C)=O" charge=0 relative_energy_kj_mol=1.3 e_tot_ev=-6291.9046
C -1.81241 -0.10663 0.38326 -0.19 0.43 0.01 -0.72
C -0.32044 -0.27464 0.17549 -0.13 -0.06 -0.11 0.55
C 0.42941 0.86295 -0.44368 -0.35 0.29 -0.24 -0.33
C 1.73770 0.76032 -0.62437 0.13 -0.15 0.12 -0.28
H -2.04771 -0.20826 1.44377 0.08 -0.18 -0.01 0.24
H -2.37343 -0.86748 -0.16662 0.19 0.02 0.09 0.24
H -2.16977 0.88368 0.07759 0.13 -0.22 -0.06 0.21
H -0.14455 1.73868 -0.77540 0.31 -0.35 0.22 0.21
H 2.23126 -0.15562 -0.29300 -0.02 0.30 -0.12 0.22
H 2.32396 1.54923 -1.07863 -0.02 -0.07 0.01 0.20
O 0.24684 -1.29904 0.48102 -0.13 -0.01 0.09 -0.54

---

Entry 5:
25
Properties=species:S:1:pos:R:3:forces:R:3:nbo_charge:R:1 method="wB97M-V/def2-TZVPD" homo_lumo_gap_ev="7.164 / 5.085" multiplicity=3 charge=+1 relative_energy_kj_mol=159.8 e_tot_ev=-20817.2256 s_squared=2.012
C 0.85991 1.95142 -1.47054 2.85 2.84 -1.62 0.43
C -0.62411 0.16794 -0.14739 -0.54 -1.99 -1.62 0.13
C -0.15695 1.09853 0.80330 0.73 0.30 -9.90 0.44
C -2.05292 0.17288 -0.56743 -1.17 0.57 -0.02 -0.65
C -0.12108 -1.74268 -1.72325 -0.07 -0.93 0.53 -0.61
C -0.29464 0.69225 3.19327 3.91 2.92 1.37 -0.66
C 0.11999 -1.13791 -0.35004 -0.64 1.94 -2.22 -0.43
C 0.29118 1.42433 1.98957 1.86 1.71 7.42 -0.10
N 0.20653 1.30344 -0.58773 -3.28 -1.38 7.06 -0.39
F 1.66429 2.92808 -0.98928 -0.52 -0.39 0.05 -0.31
I 3.93556 0.13357 -1.51972 0.24 -0.50 -0.52 -0.12
H 1.20836 1.64902 -2.43637 -0.59 -0.53 -0.38 0.21
H -2.51760 1.12410 -0.25110 0.24 -0.04 -0.97 0.24
H -2.68335 -0.51320 0.00863 0.51 -0.55 -0.25 0.25
H -2.07815 -0.07423 -1.65622 -0.56 0.65 1.01 0.25
H 0.46743 -1.35995 -2.55673 0.22 -0.20 0.25 0.22
H -1.15132 -1.62900 -1.95691 -0.83 -0.11 -0.54 0.21
H -0.01938 -2.82042 -1.50875 0.45 0.32 -0.99 0.24
H 0.49257 0.45659 4.05694 -1.31 0.14 -2.12 0.29
H -0.85154 -0.10621 2.89749 -1.54 -2.31 -0.47 0.22
H -0.86674 1.44274 3.73480 -0.63 0.14 0.08 0.28
H 1.13619 -0.87228 -0.29908 1.51 -0.45 0.98 0.23
H -0.31311 -1.80875 0.28586 -0.27 -1.84 2.36 0.23
H 4.26420 -0.97590 -2.68726 -0.16 0.47 0.53 0.13
H 0.93646 2.31541 2.11402 -0.41 -0.77 -0.02 0.25

---

Entry 6:
86
Properties=species:S:1:pos:R:3:forces:R:3:mulliken_spin:R:1 method="wB97M-V/def2-TZVPD" homo_lumo_gap_ev="5.773 / 3.326" multiplicity=6 charge=+4 relative_energy_kj_mol=0.0 e_tot_ev=-82706.2352 s_squared=8.790
Ir 0.09029 0.79082 0.15380 -1.66 -0.59 0.98 1.12
P -0.67886 2.63779 1.27149 -0.38 1.13 1.25 0.06
P -2.17649 0.08974 -0.46686 -0.30 0.00 -0.99 0.07
P 2.28043 1.74224 -0.13351 1.63 0.99 -0.45 0.15
H 0.02828 -1.45408 -7.74692 0.62 -0.27 -0.26 0.03
C 1.08917 -1.64372 -7.53888 -0.99 2.53 -1.35 0.36
C 1.45151 -2.84060 -7.04643 0.95 -3.27 0.95 0.36
H 0.67614 -3.59879 -6.82525 0.56 0.45 -0.12 0.02
C -1.12560 3.95917 0.09470 -0.03 0.09 0.27 0.05
C -2.13814 2.48615 2.36826 -0.04 0.08 -0.20 0.03
C 0.47329 3.42992 2.46119 -0.10 0.14 -0.09 0.03
C -2.25684 -1.45802 -1.43480 -0.03 -0.03 -0.14 0.13
C -3.31038 -0.27765 0.90759 -0.07 -0.02 0.71 0.05
C -2.93226 1.37882 -1.50134 -0.10 0.06 -0.17 0.01
C 3.46097 0.98606 -1.31695 -0.10 -0.23 -0.23 0.06
C 3.30951 1.78695 1.39306 -0.21 -0.13 0.32 0.06
C 2.18850 3.47112 -0.73776 -0.06 -0.04 -0.05 0.01
H 1.79321 -0.85898 -7.84985 -0.17 -0.39 0.29 0.02
H 2.50364 -3.18059 -6.93823 -0.73 0.47 -0.03 0.01
H -1.50592 4.79457 0.69816 0.03 -0.04 -0.25 0.01
H -1.90725 3.62372 -0.59517 0.27 0.20 0.21 -0.01
H -0.25030 4.29409 -0.47148 -0.33 -0.05 0.17 0.00
H -2.15960 3.42284 2.94522 -0.27 -0.29 -0.15 0.00
H -2.03631 1.64841 3.07130 -0.16 0.29 -0.30 0.00
H -3.06603 2.38669 1.79177 0.19 0.04 0.21 0.00
H -0.14835 4.13762 3.02821 0.37 -0.02 -0.11 0.00
H 1.27939 3.97817 1.96167 -0.19 -0.15 0.24 0.00
H 0.88717 2.69758 3.16796 -0.08 0.34 -0.30 0.00
H -3.29975 -1.69478 -1.68225 0.13 0.11 0.15 0.01
H -1.83186 -2.28400 -0.85476 -0.09 0.10 0.04 -0.01
H -1.68770 -1.37613 -2.36658 -0.25 0.06 0.14 -0.05
H -4.19954 0.36768 0.88339 0.29 -0.05 -0.12 0.00
H -2.81345 -0.16457 1.87595 -0.18 0.06 -0.21 0.00
H -3.63468 -1.32589 0.84102 0.17 0.29 -0.14 0.00
H -3.77855 0.97687 -2.07350 0.10 -0.03 0.25 0.00
H -2.20158 1.76984 -2.21748 -0.08 -0.09 0.13 -0.02
H -3.29650 2.21037 -0.89051 -0.02 -0.23 -0.05 0.00
H 4.37618 1.59694 -1.39120 -0.36 -0.12 0.17 0.01
H 3.02429 0.90458 -2.32056 0.18 0.13 0.21 -0.01
H 3.74593 -0.02368 -0.99244 -0.03 0.24 0.00 -0.01
H 4.03932 2.61011 1.35367 -0.30 -0.12 -0.24 0.01
H 3.87136 0.85273 1.50458 -0.18 0.16 -0.20 0.00
H 2.70062 1.91589 2.28974 0.08 0.02 -0.09 -0.01
H 3.14897 3.77791 -1.17242 -0.13 -0.14 0.22 0.00
H 1.92351 4.16947 0.06475 0.11 -0.20 -0.26 0.00
H 1.43054 3.53786 -1.52478 0.13 0.05 0.07 0.00
C 0.71327 -0.51643 -3.14954 0.70 -0.48 -0.09 0.10
C 0.63538 0.80134 -3.61787 -0.89 0.43 -0.71 0.08
C 0.15111 1.00503 -4.90772 0.43 0.21 0.09 -0.01
C -0.27374 -0.07172 -5.68701 -0.29 0.42 -0.02 0.18
C -0.34496 -1.36979 -5.14726 0.92 -0.55 -0.95 -0.01
C 0.36209 -1.61937 -3.97450 -0.08 0.04 1.04 0.20
S 1.04964 -0.87373 -1.50153 2.00 -2.66 -1.57 1.01
H -0.45026 0.02862 -1.40062 -0.58 1.29 1.29 0.43
H 0.93398 1.66249 -3.01398 -0.14 -0.40 -0.10 -0.01
H 0.10384 2.00805 -5.32389 0.15 -0.16 0.02 0.00
H -0.49012 0.10180 -6.74201 -0.64 0.20 0.58 0.01
H -0.83005 -2.18652 -5.70469 0.25 0.42 0.36 0.00
H 0.61265 -2.61787 -3.59657 -0.52 0.27 -0.23 0.00
C 2.24221 -1.47086 1.84928 0.52 0.09 -0.42 0.05
P 0.55771 -0.77965 1.98635 0.74 -2.21 1.57 0.09
C -0.44004 -2.31815 1.78863 -0.48 0.60 -0.38 0.11
C -1.55513 -2.49691 2.62681 -0.28 -0.09 0.07 0.05
C -2.37920 -3.61553 2.48069 0.16 0.44 0.04 -0.01
C -2.11760 -4.54405 1.46625 -0.18 0.03 0.53 0.07
C -0.93912 -4.44280 0.72917 0.16 0.25 -0.25 0.01
C -0.13958 -3.29998 0.83616 0.06 -0.54 -0.30 0.04
C 0.53222 -0.62913 3.84606 -0.50 0.69 0.14 0.02
C 0.03356 0.53172 4.44295 0.06 0.00 0.10 0.02
C -0.00776 0.66648 5.83902 0.08 -0.16 -0.03 0.00
C 0.42853 -0.38662 6.64805 -0.02 0.09 -0.18 0.00
C 0.91999 -1.56415 6.07285 -0.10 0.38 -0.50 0.00
C 0.96791 -1.68520 4.67736 0.24 -0.34 -0.21 0.01
H 2.63554 -1.45558 0.82614 -0.03 -0.08 0.16 0.00
H 2.23535 -2.50854 2.20504 -0.03 0.28 -0.10 0.00
H 2.90683 -0.89448 2.50078 -0.10 -0.11 -0.16 0.00
H -1.75753 -1.75480 3.40575 -0.01 -0.38 -0.20 0.00
H -3.21234 -3.75333 3.17197 0.14 0.03 -0.33 0.00
H -2.83796 -5.34442 1.28435 0.43 0.04 0.14 0.00
H -0.65260 -5.26541 0.07296 -0.09 0.36 -0.01 0.00
H 0.72586 -3.21736 0.17299 -0.14 -0.01 0.35 -0.01
H -0.31481 1.32181 3.77868 0.12 -0.20 0.58 0.01
H -0.36280 1.58198 6.31801 0.03 -0.27 -0.30 0.00
H 0.38934 -0.29557 7.73567 0.02 0.02 -0.37 0.00
H 1.27511 -2.36522 6.72274 -0.12 0.13 -0.35 0.00
H 1.35724 -2.61736 4.24489 -0.22 0.43 0.23 0.00